1.
{
  "formula": "C12H14IN3O2Tc",
  "method": "ωB97M-V/def2-TZVPD",
  "symbols": ["C", "C", "H", "H", "H", "H", "H", "H", "C", "C", "C", "C", "H", "H", "H", "H", "N", "C", "C", "N", "C", "C", "C", "H", "H", "C", "H", "H", "Tc", "I", "O", "N", "O"],
  "xyz": [[0.379, 0.816, 2.338], [0.366, -0.634, 2.336], [1.383, 1.149, 2.030], [0.029, 1.060, 3.286], [-0.197, 1.296, 1.528], [0.389, -1.222, 1.400], [1.277, -0.883, 2.769], [-0.561, -0.949, 2.761], [0.048, 2.720, -1.738], [0.122, 3.520, -2.875], [0.033, 2.928, -4.125], [-0.130, 1.562, -4.315], [0.154, 2.986, -0.678], [0.265, 4.572, -2.717], [0.082, 3.529, -5.020], [-0.239, 0.975, -5.225], [-0.151, 1.413, -1.997], [-0.215, 0.740, -3.200], [-0.357, -0.747, -3.209], [-0.373, -1.446, -2.025], [-0.450, -2.750, -1.739], [-0.605, -2.939, -4.114], [-0.590, -3.541, -2.866], [-0.374, -3.044, -0.688], [-0.677, -4.593, -2.684], [-0.480, -1.568, -4.319], [-0.507, -0.981, -5.229], [-0.731, -3.543, -4.995], [0.086, -0.059, -0.754], [2.552, -0.213, -0.493], [-2.416, 0.455, 1.709], [-2.924, 0.222, 0.538], [-2.092, -0.189, -0.353]],
  "atomic_forces_ev_per_a": [[1.40, 1.34, -3.29], [-1.38, -1.51, -1.53], [-0.17, 0.33, 1.04], [-0.32, 1.53, 1.49], [-0.81, 0.17, 0.19], [0.06, 0.31, -0.65], [1.14, -1.42, 1.47], [-0.11, -0.85, 1.02], [-0.22, -1.17, -1.61], [0.06, 0.03, 0.94], [-0.11, 0.08, -0.82], [-0.28, -1.88, 0.51], [-0.09, 0.22, -0.66], [0.03, 0.33, -0.37], [0.06, 0.29, 0.03], [0.26, 1.20, -0.49], [0.01, -1.86, -0.21], [-0.07, 2.54, 0.36], [-0.48, -2.71, 0.11], [0.72, 2.51, 0.51], [-0.07, 1.01, -1.75], [-0.12, -0.08, -0.84], [0.02, -0.24, 0.81], [-0.12, -0.06, -0.51], [-0.06, -0.47, -0.53], [-0.03, 1.74, 0.55], [-0.04, -1.14, -0.64], [0.01, -0.32, -0.11], [-0.06, -0.10, 5.49], [0.79, 0.02, -0.41], [-3.37, -0.57, -4.76], [6.19, -0.44, 3.41], [-2.88, 1.20, 1.25]],
  "multiplicity": 4,
  "e_lumo_ev": [-8.494, -10.953],
  "homo_ev": [-15.7, -15.5],
  "total_charge": 2,
  "s2": 3.789,
  "orbital_gap_ev": [7.240, 4.589]
}


2.
{
  "formula": "C45H36F14N5OPSeTl",
  "method": "ωB97M-V/def2-TZVPD",
  "symbols": ["Tl", "C", "C", "N", "N", "C", "O", "C", "C", "C", "C", "C", "C", "C", "C", "C", "C", "C", "N", "H", "H", "H", "H", "H", "H", "H", "H", "H", "H", "H", "H", "N", "C", "C", "C", "C", "N", "H", "H", "H", "H", "H", "H", "H", "H", "H", "H", "H", "H", "F", "C", "C", "F", "C", "F", "C", "Se", "C", "F", "C", "F", "F", "C", "F", "F", "C", "C", "C", "C", "C", "C", "P", "C", "C", "C", "C", "C", "C", "C", "F", "F", "F", "C", "C", "C", "C", "C", "C", "C", "F", "F", "F", "H", "H", "H", "H", "H", "H", "H", "H", "H", "H", "H", "H"],
  "xyz": [[0.336, -0.545, 1.094], [-1.856, -0.328, 5.297], [-1.461, -0.373, 3.850], [-0.240, -0.238, 3.482], [0.739, 0.036, 4.303], [1.978, 0.142, 3.805], [2.272, -0.078, 2.606], [2.964, 0.654, 4.780], [3.982, 1.493, 4.336], [4.844, 2.081, 5.246], [4.726, 1.788, 6.597], [3.730, 0.928, 7.040], [2.839, 0.372, 6.138], [-2.494, -0.528, 2.815], [-3.778, -0.959, 3.143], [-4.729, -1.073, 2.143], [-4.391, -0.720, 0.846], [-3.100, -0.285, 0.608], [-2.168, -0.204, 1.552], [-1.004, -0.019, 5.894], [-2.186, -1.314, 5.630], [-2.674, 0.378, 5.448], [4.076, 1.699, 3.277], [5.600, 2.773, 4.900], [5.409, 2.237, 7.306], [3.641, 0.699, 8.093], [2.054, -0.291, 6.472], [-4.026, -1.219, 4.161], [-5.721, -1.435, 2.375], [-5.110, -0.785, 0.041], [-2.787, 0.011, -0.383], [2.595, -0.418, -0.116], [3.277, 0.883, -0.065], [2.426, 1.953, -0.751], [2.093, 3.145, 0.140], [1.255, 2.810, 1.368], [0.061, 2.003, 1.044], [3.102, -1.098, 0.442], [2.539, -0.765, -1.069], [4.263, 0.815, -0.532], [3.415, 1.130, 0.986], [1.497, 1.477, -1.070], [2.927, 2.332, -1.642], [1.566, 3.890, -0.465], [3.016, 3.609, 0.494], [0.970, 3.755, 1.838], [1.841, 2.244, 2.093], [-0.404, 2.377, 0.220], [-0.594, 2.051, 1.820], [3.096, -5.378, 3.479], [2.363, -4.750, 2.559], [1.182, -3.891, 2.920], [1.322, -2.621, 3.314], [-0.048, -4.655, 2.962], [-0.240, -5.829, 3.528], [0.403, -4.341, 1.619], [-0.379, -3.243, 0.300], [1.589, -5.297, 1.305], [1.371, -6.532, 0.867], [2.779, -4.486, 1.181], [2.846, -3.291, 0.573], [3.350, -3.267, -6.285], [2.383, -2.437, -6.701], [2.967, -1.482, -7.447], [1.575, -3.136, -7.518], [1.613, -1.834, -5.557], [1.773, -2.310, -4.268], [1.065, -1.714, -3.234], [0.202, -0.653, -3.491], [0.007, -0.223, -4.803], [0.720, -0.804, -5.834], [-0.704, 0.088, -2.077], [-0.749, 1.876, -2.481], [0.256, 2.502, -3.216], [0.310, 3.885, -3.297], [-0.637, 4.650, -2.634], [-1.659, 4.044, -1.916], [-1.706, 2.663, -1.833], [-0.500, 6.147, -2.585], [0.136, 6.640, -3.652], [0.221, 6.499, -1.494], [-1.684, 6.765, -2.483], [-2.380, -0.500, -2.566], [-3.301, 0.240, -3.300], [-4.570, -0.269, -3.532], [-4.917, -1.517, -3.038], [-3.988, -2.290, -2.355], [-2.725, -1.777, -2.128], [-6.335, -2.001, -3.165], [-6.912, -1.606, -4.306], [-6.426, -3.336, -3.096], [-7.084, -1.506, -2.151], [2.441, -3.137, -4.072], [1.165, -2.089, -2.220], [-0.700, 0.568, -5.019], [0.584, -0.466, -6.853], [1.011, 1.914, -3.719], [1.088, 4.373, -3.868], [-2.401, 4.656, -1.421], [-2.495, 2.190, -1.257], [-3.043, 1.218, -3.684], [-5.293, 0.306, -4.096], [-4.252, -3.276, -1.999], [-2.001, -2.368, -1.584]],
  "atomic_forces_ev_per_a": [[0.32, -0.37, 0.68], [0.00, 0.03, -0.11], [0.22, 0.06, 0.77], [0.10, -0.27, -2.31], [0.45, 0.37, 1.69], [-1.30, -0.10, 0.00], [0.07, -0.07, -0.86], [0.27, 0.00, -0.05], [-0.09, -0.06, -0.01], [0.03, -0.01, -0.03], [0.00, 0.06, 0.00], [0.00, -0.02, 0.02], [0.03, -0.01, -0.05], [-0.12, -0.05, -0.23], [0.12, 0.02, -0.08], [0.04, 0.00, -0.05], [-0.05, 0.02, 0.07], [-0.01, 0.07, 0.01], [-0.05, -0.07, 0.11], [0.01, -0.04, -0.01], [-0.01, 0.01, 0.05], [-0.05, -0.05, 0.02], [0.01, 0.01, 0.00], [0.06, -0.05, 0.02], [0.00, 0.00, 0.01], [0.02, -0.01, 0.01], [-0.04, 0.03, 0.00], [0.04, 0.01, 0.03], [-0.02, 0.02, 0.00], [0.02, 0.04, -0.04], [-0.15, -0.03, 0.18], [-0.47, -0.12, 0.38], [-0.05, 0.23, -0.08], [0.16, 0.07, 0.12], [-0.18, -0.14, -0.03], [0.27, 0.20, 0.04], [0.25, -0.53, 0.10], [-0.05, -0.04, -0.03], [0.01, -0.03, 0.00], [-0.01, -0.02, 0.04], [0.07, -0.12, -0.02], [0.02, 0.05, -0.14], [-0.06, -0.10, -0.08], [0.01, 0.06, 0.04], [-0.01, 0.09, -0.06], [-0.08, -0.09, 0.06], [-0.03, 0.03, 0.00], [-0.07, -0.04, 0.00], [-0.09, -0.07, -0.08], [0.08, -0.02, 0.00], [-0.14, 0.42, 0.21], [0.43, -0.48, 0.13], [-0.04, 0.00, 0.05], [-0.17, 0.33, 0.34], [-0.11, -0.05, -0.10], [0.68, -0.99, -0.21], [-0.04, 1.56, 0.08], [-0.82, 0.70, -0.07], [0.13, -0.08, 0.00], [0.08, -0.04, -0.09], [0.34, -0.10, 0.01], [-0.07, 0.04, 0.02], [0.10, -0.08, -0.17], [-0.05, -0.04, 0.05], [0.02, 0.05, 0.06], [0.02, -0.07, 0.02], [0.00, -0.02, -0.08], [-0.02, 0.12, 0.06], [0.17, 0.05, 0.30], [0.05, -0.06, -0.06], [-0.04, 0.01, 0.07], [-0.25, -0.21, -0.79], [0.11, -0.09, 0.23], [-0.09, -0.01, 0.01], [-0.07, 0.10, 0.03], [-0.02, -0.01, 0.01], [0.03, 0.03, 0.01], [0.00, -0.01, -0.06], [0.11, 0.15, 0.12], [-0.04, -0.05, -0.01], [-0.05, -0.01, -0.09], [0.01, -0.06, -0.05], [0.02, 0.05, 0.03], [0.06, 0.00, 0.05], [-0.06, -0.01, -0.03], [0.01, -0.05, -0.01], [0.01, 0.03, -0.09], [0.00, -0.01, -0.14], [-0.18, -0.02, 0.07], [0.06, 0.00, 0.03], [0.05, 0.06, -0.04], [0.06, -0.02, -0.07], [0.02, 0.02, 0.00], [0.03, -0.04, -0.01], [0.00, 0.02, -0.02], [0.01, 0.01, -0.01], [0.02, -0.01, 0.00], [0.03, -0.03, 0.01], [-0.02, -0.04, 0.03], [-0.03, 0.03, -0.01], [-0.02, 0.01, 0.02], [-0.01, 0.02, 0.01], [0.00, -0.01, 0.01], [-0.03, -0.06, 0.04]],
  "multiplicity": 1,
  "e_lumo_ev": [-4.580, -4.585],
  "homo_ev": [-10.6, -10.6],
  "total_charge": 1,
  "relative_energy_kcal_mol": 0.00,
  "orbital_gap_ev": [6.059, 6.055]
}


3.
{
  "formula": "C33H43N8NaOS2",
  "method": "ωB97M-V/def2-TZVPD",
  "symbols": ["Na", "C", "C", "C", "C", "C", "C", "C", "C", "N", "C", "C", "C", "C", "N", "C", "C", "C", "C", "C", "C", "C", "C", "H", "H", "H", "H", "H", "H", "H", "H", "H", "H", "H", "H", "H", "H", "H", "H", "H", "H", "H", "H", "H", "H", "H", "H", "N", "C", "N", "C", "N", "C", "N", "C", "C", "N", "C", "H", "H", "H", "H", "H", "H", "C", "C", "S", "O", "C", "C", "H", "H", "H", "H", "H", "H", "H", "H", "H", "H", "S", "C", "C", "N", "C", "H", "H", "H"],
  "xyz": [[-0.328, 0.997, -0.605], [-2.351, -2.595, 1.195], [-3.057, -1.397, 1.758], [-4.442, -1.342, 1.856], [-5.072, -0.225, 2.383], [-4.314, 0.849, 2.825], [-2.924, 0.832, 2.744], [-2.097, 1.985, 3.236], [-2.313, -0.298, 2.198], [-0.917, -0.320, 1.966], [-0.117, -0.666, 2.884], [-0.512, -1.043, 4.286], [1.350, -0.788, 2.534], [2.352, -0.858, 3.657], [1.645, -0.901, 1.307], [2.984, -1.158, 0.927], [3.357, -2.480, 0.679], [2.379, -3.606, 0.881], [4.651, -2.731, 0.233], [5.549, -1.695, 0.033], [5.150, -0.386, 0.263], [3.863, -0.094, 0.700], [3.409, 1.320, 0.908], [-3.064, -3.308, 0.781], [-1.770, -3.108, 1.967], [-1.651, -2.294, 0.413], [-5.027, -2.187, 1.511], [-6.152, -0.194, 2.458], [-4.801, 1.720, 3.247], [-2.731, 2.835, 3.488], [-1.365, 2.302, 2.490], [-1.541, 1.711, 4.137], [-1.591, -1.151, 4.373], [-0.185, -0.277, 4.992], [-0.032, -1.978, 4.583], [2.016, -0.317, 4.539], [3.308, -0.451, 3.336], [2.521, -1.899, 3.946], [1.359, -3.289, 0.658], [2.388, -3.964, 1.914], [2.630, -4.454, 0.243], [4.951, -3.755, 0.040], [6.555, -1.904, -0.309], [5.841, 0.432, 0.096], [4.180, 2.039, 0.641], [3.138, 1.516, 1.948], [2.512, 1.539, 0.319], [3.821, 4.711, 1.494], [2.665, 4.627, 1.550], [1.343, 4.607, 1.660], [0.750, 3.603, 1.092], [0.110, 2.737, 0.636], [-5.502, 1.714, -0.719], [-4.457, 0.784, -1.103], [-4.586, -0.315, -1.918], [-3.346, -0.878, -1.978], [-2.460, -0.151, -1.222], [-3.169, 0.830, -0.712], [-6.306, 1.661, -1.449], [-5.100, 2.726, -0.716], [-5.888, 1.469, 0.270], [-5.530, -0.588, -2.356], [-3.049, -1.766, -2.513], [-2.793, 1.622, -0.079], [3.088, 0.200, -4.260], [3.279, -0.209, -2.811], [1.746, -0.670, -1.982], [0.764, 0.420, -2.323], [1.278, -2.112, -3.010], [0.146, -1.773, -3.965], [4.011, 0.629, -4.650], [2.298, 0.948, -4.335], [2.822, -0.650, -4.890], [3.665, 0.615, -2.208], [3.961, -1.052, -2.672], [0.987, -2.891, -2.304], [2.167, -2.457, -3.539], [-0.716, -1.391, -3.421], [-0.146, -2.669, -4.515], [0.443, -1.004, -4.676], [-0.646, 2.365, -4.843], [0.091, 3.558, -3.862], [-0.501, 3.573, -2.641], [-1.526, 2.675, -2.474], [-1.699, 1.978, -3.555], [0.906, 4.169, -4.212], [-0.220, 4.206, -1.812], [-2.433, 1.187, -3.640]],
  "atomic_forces_ev_per_a": [[-0.56, -0.30, 0.37], [0.01, -0.05, 0.00], [-0.05, 0.06, -0.01], [0.01, 0.00, -0.01], [-0.01, 0.00, 0.00], [0.02, 0.00, 0.00], [-0.03, -0.02, 0.03], [0.01, 0.04, 0.00], [0.01, 0.01, -0.05], [-0.01, 0.06, 0.05], [0.06, -0.03, -0.08], [-0.01, -0.02, 0.00], [-0.04, 0.07, -0.06], [0.04, -0.02, 0.00], [0.02, -0.05, 0.07], [-0.02, 0.02, 0.02], [0.06, -0.01, -0.04], [-0.02, -0.03, 0.01], [-0.03, 0.01, -0.02], [0.01, 0.01, -0.01], [0.00, 0.01, -0.01], [0.03, -0.01, 0.04], [-0.06, 0.02, -0.02], [0.00, 0.01, -0.01], [0.00, -0.01, -0.01], [-0.01, 0.02, -0.02], [0.00, 0.00, 0.00], [0.00, -0.01, 0.00], [0.00, 0.00, 0.00], [0.00, 0.00, 0.00], [-0.01, -0.01, 0.01], [0.01, 0.01, 0.00], [-0.01, 0.00, -0.02], [-0.01, 0.01, 0.00], [0.00, 0.01, 0.00], [-0.01, 0.02, 0.00], [0.00, -0.02, 0.00], [-0.02, 0.01, 0.01], [0.00, 0.01, -0.02], [-0.03, 0.03, 0.00], [0.02, 0.00, 0.01], [0.00, 0.00, 0.00], [0.00, 0.00, 0.00], [0.00, 0.00, 0.00], [0.04, 0.02, -0.01], [-0.01, 0.01, 0.01], [0.05, -0.01, 0.03], [0.01, -0.04, -0.01], [-0.01, 0.18, 0.08], [0.17, -0.32, -0.23], [-0.24, 0.19, 0.23], [0.14, 0.36, 0.13], [0.00, -0.03, 0.01], [-0.03, 0.01, -0.05], [-0.04, 0.01, 0.07], [-0.02, -0.08, 0.01], [0.06, 0.01, 0.13], [-0.04, 0.05, 0.00], [-0.01, 0.01, 0.00], [0.00, 0.00, 0.03], [0.01, 0.02, -0.03], [0.01, -0.01, -0.02], [0.03, 0.00, -0.01], [-0.06, -0.02, -0.01], [-0.01, -0.02, -0.01], [0.06, 0.00, 0.01], [0.18, -0.15, -0.23], [0.29, -0.10, -0.34], [0.01, -0.01, -0.06], [0.01, 0.02, 0.01], [0.00, 0.01, 0.00], [0.00, 0.01, -0.01], [0.01, 0.01, 0.00], [-0.03, 0.01, -0.01], [-0.01, 0.00, 0.00], [-0.03, 0.02, 0.00], [0.02, 0.00, 0.04], [-0.01, 0.00, 0.01], [-0.01, 0.00, 0.00], [-0.01, -0.02, -0.01], [0.02, 0.08, -0.04], [0.02, -0.01, 0.04], [0.01, 0.06, -0.06], [0.10, -0.03, 0.06], [-0.06, -0.05, 0.04], [0.01, -0.02, -0.02], [0.00, 0.01, -0.01], [0.02, 0.02, -0.02]],
  "multiplicity": 1,
  "e_lumo_ev": 0.183,
  "homo_ev": -7.6,
  "total_charge": 0,
  "relative_energy_kcal_mol": 2.20,
  "orbital_gap_ev": 7.782
}


- Which value of multiplicity does entry 1 give?
  4


- Which of these has the highest multiplicity?
  C12H14IN3O2Tc